No. 1
{"formula": "C6H12N2", "method": "wB97M-V/def2-TZVPD", "de_lowest_kj_mol": 44.3, "homo_ev": -8.643, "lumo_energy_ev": 0.84, "gap_ev": 9.486, "total_energy_ev": -9396.391, "smiles": "Cc1c[nH]cn1.CC", "symbols": ["H", "C", "H", "H", "C", "C", "H", "N", "H", "N", "H", "H", "C", "C", "H", "H", "H", "H", "H", "C"], "xyz": [[3.305, 1.033, 0.232], [-1.743, 0.231, -0.782], [-2.782, -0.436, -2.478], [2.248, -1.311, 1.526], [-2.013, -0.744, 0.121], [-1.954, 0.232, -2.256], [3.530, -1.292, 0.285], [-1.081, 1.291, -0.181], [-1.999, 1.254, -2.637], [-1.457, -0.305, 1.315], [-0.592, 1.509, 1.898], [-1.072, -0.119, -2.805], [2.560, -0.895, 0.560], [-0.916, 0.914, 1.061], [1.632, 1.007, -0.114], [-2.526, -1.682, 0.005], [2.035, 0.974, 1.571], [-1.411, -0.818, 2.164], [1.876, -1.468, -0.085], [2.359, 0.626, 0.600]], "forces_ev_per_a": [[-0.06, 0.59, 0.70], [0.60, 0.60, -0.44], [-0.21, 0.37, -0.49], [0.59, -0.04, 0.11], [0.30, -0.03, 0.35], [0.58, -0.03, -0.07], [0.41, 0.43, 0.24], [0.00, -0.52, 0.34], [-0.87, -0.05, 0.15], [-0.35, 0.08, -1.13], [0.45, 0.19, -0.18], [0.00, -0.44, 0.36], [-1.71, -1.11, 0.45], [-0.62, 0.07, 0.49], [-0.22, -0.31, -0.04], [0.08, -0.09, 0.12], [0.44, 0.19, 0.22], [-0.05, -0.16, 0.52], [-0.03, 0.65, -0.30], [0.67, -0.39, -1.40]]}

No. 2
{"formula": "C37H37N7O2Rb", "method": "wB97M-V/def2-TZVPD", "de_lowest_kj_mol": 20.4, "homo_ev": -3.893, "lumo_energy_ev": 2.01, "gap_ev": 5.901, "total_energy_ev": -54153.181, "total_charge": -1, "symbols": ["H", "C", "C", "C", "H", "C", "C", "H", "C", "O", "H", "C", "H", "C", "H", "C", "C", "H", "H", "H", "C", "H", "H", "C", "H", "N", "C", "H", "H", "H", "C", "H", "C", "H", "N", "Rb", "H", "C", "H", "O", "H", "C", "C", "C", "C", "H", "H", "C", "H", "C", "C", "N", "N", "H", "H", "C", "H", "N", "N", "H", "H", "C", "N", "H", "C", "H", "H", "C", "H", "C", "C", "H", "C", "C", "H", "H", "C", "H", "C", "C", "C", "H", "C", "C"], "xyz": [[-0.356, -3.711, 0.948], [2.474, -0.129, 3.239], [0.182, 2.756, 3.064], [4.341, 1.104, -3.978], [2.932, -0.796, 2.516], [-0.578, -3.106, 1.815], [5.227, 2.172, -3.901], [2.208, 0.456, 6.545], [-2.639, -2.465, -2.276], [-0.307, -2.197, -1.774], [-2.674, 1.007, 1.939], [4.320, -3.068, -5.175], [-2.426, -3.480, -2.620], [3.226, -3.587, -5.851], [3.356, -4.382, -6.574], [-1.388, -1.618, -2.446], [-5.201, 0.586, -0.249], [-2.524, -4.801, 1.408], [-3.155, 4.954, 0.451], [3.460, 0.860, -0.743], [-0.528, -1.628, 3.351], [-3.437, -2.065, -2.912], [1.096, -3.476, -6.107], [1.240, 1.534, 4.964], [3.359, -1.096, 4.935], [1.685, 0.820, 2.737], [2.069, 0.556, 5.475], [-2.961, -4.850, 3.124], [0.710, 2.216, 5.618], [-1.629, 1.582, -2.702], [3.704, 0.616, -2.840], [-6.104, 1.053, -0.624], [-4.456, 1.188, 0.753], [-4.734, 2.141, 1.183], [-0.315, 2.576, 1.729], [0.190, 0.125, 0.309], [-1.611, -0.608, -2.063], [-1.696, -2.312, 3.521], [5.015, -1.644, -3.733], [-1.866, 4.225, 2.220], [-5.324, -1.129, -1.545], [-3.302, 0.553, 1.179], [-3.437, 4.185, -1.559], [-4.767, -0.623, -0.766], [-3.102, -2.516, -0.816], [0.542, -1.615, -1.974], [0.813, -1.679, -4.420], [1.959, -3.078, -5.586], [-3.902, -3.257, -0.714], [4.874, 2.283, -1.533], [-3.001, 3.216, -2.453], [-1.466, 2.375, -0.816], [0.158, -2.129, 2.274], [5.700, 2.545, -4.802], [-4.206, 4.894, -1.846], [4.151, -2.044, -4.252], [5.075, 2.741, -0.571], [-2.869, -0.604, 0.679], [1.714, -0.535, -2.075], [4.133, 0.653, -4.942], [6.197, 3.591, -2.614], [-3.593, -1.195, -0.278], [-1.717, -3.268, 2.539], [-1.186, -1.497, -3.522], [5.503, 2.761, -2.677], [-0.630, 2.893, 3.794], [-0.147, -0.803, 3.931], [-2.011, 2.344, -2.028], [0.770, 3.688, 3.146], [-2.791, -4.194, 2.270], [2.708, -0.304, 4.591], [5.312, -3.462, -5.364], [2.661, -0.490, -2.891], [2.887, -1.531, -3.972], [-3.711, -3.654, 2.041], [-3.405, 3.137, -3.454], [-1.310, 3.391, 1.459], [-2.258, -2.832, -0.207], [1.796, -2.069, -4.652], [3.982, 1.228, -1.618], [-1.883, 3.306, 0.046], [-2.503, -2.201, 4.225], [1.070, 1.650, 3.577], [-2.870, 4.232, -0.300]], "forces_ev_per_a": [[0.01, 0.02, -0.01], [0.11, -0.04, 0.06], [-0.03, 0.09, 0.06], [0.00, 0.01, 0.00], [-0.01, 0.01, 0.00], [-0.19, -0.03, 0.00], [0.00, -0.01, -0.04], [0.00, -0.01, 0.00], [0.00, 0.05, 0.01], [-0.05, 0.03, -0.01], [-0.01, 0.01, -0.01], [0.04, 0.00, 0.01], [0.01, 0.00, 0.01], [-0.03, -0.02, -0.02], [0.00, 0.00, 0.00], [-0.02, 0.08, 0.01], [0.06, -0.04, 0.01], [0.00, -0.01, 0.00], [-0.01, 0.00, -0.01], [0.01, 0.02, 0.01], [-0.09, 0.02, 0.05], [0.00, 0.01, 0.01], [0.00, 0.00, 0.00], [0.05, -0.04, 0.00], [-0.01, 0.00, 0.00], [0.00, 0.12, 0.00], [-0.03, 0.03, -0.06], [0.01, 0.01, 0.00], [0.00, 0.00, 0.00], [-0.01, 0.01, 0.01], [0.00, 0.07, 0.03], [0.00, 0.01, 0.00], [-0.05, 0.04, -0.02], [-0.01, 0.00, -0.01], [-0.10, 0.02, -0.04], [0.05, 0.00, -0.30], [0.04, 0.04, -0.03], [0.04, 0.05, 0.09], [-0.01, 0.01, 0.00], [0.06, 0.02, -0.02], [-0.01, 0.01, 0.00], [0.10, 0.02, 0.02], [0.01, -0.02, -0.01], [0.01, 0.03, 0.02], [0.02, -0.02, -0.03], [0.02, -0.06, 0.01], [0.00, -0.02, -0.01], [0.00, -0.01, -0.01], [0.01, 0.00, 0.01], [0.01, 0.01, 0.02], [0.02, 0.01, 0.02], [0.03, 0.02, 0.12], [0.15, -0.14, 0.13], [0.00, 0.00, 0.01], [0.00, 0.00, 0.00], [0.02, -0.01, 0.00], [0.00, 0.00, -0.01], [-0.08, -0.21, -0.07], [-0.15, -0.11, -0.08], [0.00, -0.01, 0.01], [0.00, 0.00, 0.00], [-0.01, 0.03, 0.02], [0.11, 0.01, -0.11], [0.02, -0.02, 0.00], [0.00, 0.02, 0.03], [-0.01, 0.01, -0.02], [-0.03, 0.00, 0.00], [-0.01, -0.03, -0.06], [-0.03, 0.01, -0.01], [-0.03, -0.01, -0.01], [0.02, -0.01, -0.01], [-0.01, -0.01, -0.01], [0.12, 0.04, 0.11], [-0.08, -0.09, -0.03], [0.01, 0.00, -0.01], [-0.01, 0.00, 0.00], [0.01, -0.06, 0.10], [0.00, -0.01, 0.03], [0.03, 0.07, 0.04], [-0.03, -0.08, -0.07], [-0.10, 0.08, -0.08], [0.01, -0.01, 0.00], [-0.02, 0.00, 0.14], [0.03, -0.01, 0.03]]}

No. 3
{"formula": "C48H39N3O9", "method": "wB97M-V/def2-TZVPD", "de_lowest_kj_mol": 3536.1, "homo_ev": -5.589, "lumo_energy_ev": -2.51, "gap_ev": 3.080, "total_energy_ev": -73269.677, "symbols": ["C", "H", "H", "C", "C", "H", "C", "H", "H", "C", "H", "H", "C", "H", "C", "C", "N", "C", "H", "C", "O", "C", "C", "C", "C", "C", "H", "H", "C", "H", "C", "O", "C", "C", "H", "H", "C", "C", "H", "H", "H", "H", "H", "C", "C", "C", "H", "H", "C", "C", "C", "O", "C", "H", "C", "C", "C", "H", "H", "H", "C", "H", "C", "H", "O", "C", "C", "H", "O", "H", "H", "H", "O", "O", "C", "C", "H", "C", "C", "H", "C", "O", "C", "N", "H", "C", "H", "C", "C", "C", "H", "H", "N", "O", "C", "C", "C", "H", "H"], "xyz": [[0.953, -5.866, -0.256], [0.679, 0.467, 2.725], [1.970, 3.769, -2.844], [-2.464, 2.272, 1.847], [-0.742, 5.471, -1.852], [-5.773, 0.685, 1.315], [1.127, -2.031, 0.137], [-2.453, -0.165, -2.107], [-3.023, -3.181, -2.136], [0.617, -3.325, 0.180], [-1.190, 6.448, -1.749], [0.539, 1.890, -2.048], [-1.950, 1.965, -1.022], [-0.417, -3.436, 0.470], [1.254, -8.134, -1.375], [0.538, 5.258, -2.381], [-2.043, -3.158, -1.895], [1.693, 5.344, 1.246], [-1.066, -0.164, -1.005], [1.163, 2.879, 0.825], [-3.542, 5.744, -1.160], [0.526, -0.172, -0.550], [-1.134, 3.107, -1.501], [-1.554, 4.436, -1.461], [-3.671, 3.556, -0.320], [2.464, -1.779, -0.167], [-3.682, 0.124, 0.308], [-2.610, -0.788, -0.482], [0.200, 2.913, -1.982], [4.398, -2.613, -0.657], [3.589, 5.147, -0.872], [-0.169, -6.176, 0.113], [2.373, 6.523, 0.839], [-1.203, 2.111, 1.265], [1.192, 1.428, 1.340], [0.414, -1.240, 0.320], [3.976, -7.668, -1.710], [3.504, -8.924, -2.084], [0.203, -8.384, -1.373], [0.353, -2.299, 2.345], [-1.324, -2.389, 3.035], [3.102, 3.084, -0.991], [1.503, -4.134, 2.373], [-2.772, 3.478, 2.549], [-0.148, 3.046, 1.478], [2.882, 4.025, -0.510], [5.026, -7.469, -1.862], [1.455, 0.335, -0.813], [1.014, 3.931, -2.369], [1.797, -6.866, -0.983], [-0.388, 4.236, 2.237], [0.142, 6.481, 2.718], [2.102, -9.110, -1.870], [-1.050, 1.266, 0.611], [-1.709, 4.360, 2.826], [-0.532, -4.260, 2.601], [-5.146, 1.469, 0.917], [4.227, 5.121, -1.743], [-3.623, 3.724, 3.166], [-0.426, 0.343, -0.675], [-0.607, -2.815, 2.333], [-1.069, -2.611, 1.367], [-1.382, -2.024, -1.752], [4.030, -9.820, -2.379], [-1.573, 0.804, -1.007], [1.487, -4.409, -0.228], [-1.935, -0.734, -1.335], [1.815, -10.135, -2.054], [5.032, -5.180, -0.604], [-2.031, 5.232, 3.376], [-1.532, -4.023, -2.004], [0.593, -1.164, -0.998], [0.018, -1.377, 1.301], [-1.421, -5.018, 2.768], [-4.000, 1.149, 0.185], [3.356, 6.366, -0.185], [2.655, -0.719, -0.251], [-2.959, 4.703, -0.966], [2.861, -4.153, -0.535], [2.178, 7.477, 1.305], [1.982, 4.100, 0.580], [-0.101, -2.165, -1.926], [-4.884, 3.802, 0.342], [0.708, -4.682, 2.669], [3.973, 7.225, -0.405], [3.350, -2.795, -0.464], [-5.305, 4.792, 0.431], [0.456, -0.337, 0.880], [-5.625, 2.798, 0.993], [0.484, 5.445, 2.163], [-6.604, 2.932, 1.430], [0.922, -5.465, 3.270], [0.881, 0.554, 1.739], [1.458, 1.743, 0.287], [-3.258, 2.200, -0.371], [3.127, -6.618, -1.239], [3.787, -5.290, -0.770], [-3.122, 1.417, 1.872], [1.085, 6.090, -2.799]], "forces_ev_per_a": [[-0.77, 1.22, -1.15], [-0.12, -1.03, 0.00], [0.00, -0.39, 0.14], [1.18, 0.94, 2.68], [0.69, 0.66, -0.47], [0.19, -0.18, 0.26], [8.62, -10.94, -3.89], [-0.41, -1.56, -0.91], [0.05, 0.06, 0.43], [3.06, -2.27, -1.91], [0.18, 0.27, -0.22], [0.15, 0.00, -0.13], [-2.76, 4.20, -1.21], [0.75, -1.08, -1.24], [0.87, 0.20, -0.24], [-1.25, -0.65, 0.74], [-1.99, -1.00, -0.10], [-0.15, 0.03, -1.05], [0.62, -8.90, -2.67], [0.11, 1.38, -2.60], [0.25, 0.26, 0.21], [1.46, 4.97, -2.05], [1.35, -0.25, -1.31], [-1.52, -0.86, 1.04], [-1.81, -1.11, 0.35], [0.05, -0.70, 0.30], [0.14, 0.26, -0.55], [0.30, -1.13, -0.40], [-1.66, -1.51, 0.42], [0.11, -0.05, -0.07], [-0.63, 1.33, 0.69], [0.88, 0.48, -0.07], [0.85, -2.24, -0.83], [0.55, 0.81, 1.62], [-0.26, -2.34, 2.92], [1.11, -9.28, -8.63], [0.25, 0.05, -0.90], [-2.40, 1.32, 1.59], [-0.11, 0.39, 0.62], [-0.60, -2.73, 2.38], [0.17, 0.12, 0.55], [-0.30, -0.10, 0.11], [-0.35, 0.07, 0.29], [2.87, -0.76, 1.13], [-0.65, 0.97, 0.44], [0.39, 0.19, 1.66], [0.12, 0.34, 0.26], [-1.11, 0.08, -0.80], [-0.29, 1.83, -1.52], [-0.66, -1.04, -0.24], [-2.23, -0.89, -0.10], [0.73, -0.72, -0.56], [1.38, -0.20, -0.20], [0.29, 0.56, 1.79], [0.35, -0.07, -1.79], [0.54, 1.59, -0.02], [-0.87, 0.87, -1.10], [0.33, 0.07, 0.14], [-0.63, -0.68, -0.53], [5.93, 3.13, 1.42], [-2.88, -3.15, 3.48], [-1.07, -1.06, 1.59], [4.73, -2.30, -1.94], [0.65, 0.48, -0.16], [-1.89, 17.13, 3.08], [-1.03, 0.40, 0.69], [-4.37, -9.56, -2.83], [-0.87, 0.09, -0.16], [-3.22, -0.54, -0.67], [0.70, 0.29, 0.09], [0.19, 0.20, -0.12], [-0.95, 1.73, -2.09], [-8.29, 6.19, 7.73], [-3.56, -1.97, 0.75], [-1.51, 0.81, 0.17], [-0.54, -0.16, 0.67], [1.19, -0.18, -0.09], [0.30, -0.51, -0.58], [-0.17, 1.08, 0.62], [-0.04, -0.04, 0.02], [-0.41, 0.08, -0.02], [-4.30, 0.12, -1.25], [-0.65, -0.05, 0.71], [3.89, -1.28, 1.08], [-0.07, 0.12, -0.31], [-0.48, -1.78, 0.30], [0.34, 0.30, -0.35], [3.20, 13.48, 6.53], [1.33, -1.28, -1.20], [0.06, 0.16, 0.36], [0.13, 0.52, 0.17], [-0.21, -0.23, -0.49], [-1.55, -3.77, 5.26], [2.91, 9.12, -5.09], [0.27, 1.20, -2.01], [1.99, -0.26, 0.75], [2.00, -0.03, -0.05], [0.55, 0.73, 0.49], [0.25, -0.08, 0.15]]}